No. 1
{"formula": "C5H8Cl3N2OS", "method": "ωB97M-V/def2-TZVPD", "elements": ["C", "C", "O", "C", "C", "Cl", "Cl", "Cl", "N", "C", "N", "S", "H", "H", "H", "H", "H", "H", "H", "H"], "positions_angstrom": [[-2.174, -1.973, -0.703], [-1.466, -0.640, -0.486], [-0.055, -1.000, -0.331], [0.831, 0.042, -0.087], [2.237, -0.566, 0.087], [2.191, -1.668, 1.479], [2.710, -1.258, -1.431], [3.407, 0.745, 0.393], [0.389, 0.669, 1.138], [0.147, 1.998, 1.069], [0.450, 2.577, -0.086], [0.824, 1.423, -1.325], [-1.976, -2.567, -1.631], [-1.898, -2.451, 0.230], [-3.186, -1.847, -0.820], [-1.600, 0.088, 0.361], [-1.685, -0.144, -1.369], [0.433, 0.375, 2.088], [-0.206, 2.664, 1.791], [0.629, 3.533, -0.364]], "mulliken_charge": [-1.2513, -0.1179, -0.2600, -0.5220, 0.9767, -0.0831, -0.0772, -0.1009, -0.1292, -0.1170, -0.1106, 0.1360, 0.2945, 0.3274, 0.4407, 0.3020, 0.3150, 0.2206, 0.4952, 0.2609], "total_charge": 1, "orbital_gap_ev": 9.49, "lumo_energy_ev": -4.241, "smiles": "CCO[C@]1(C(Cl)(Cl)Cl)NC=[NH+]S1", "largest_force_ev_per_a": 4.8}

No. 2
{"formula": "C5H8ClN2", "method": "ωB97M-V/def2-TZVPD", "elements": ["C", "C", "C", "C", "C", "N", "N", "Cl", "H", "H", "H", "H", "H", "H", "H", "H"], "positions_angstrom": [[0.516, -0.301, 0.376], [1.833, -2.203, -1.250], [0.120, 0.745, 1.460], [-1.008, 1.513, 0.648], [-1.458, 0.685, -0.533], [1.653, -0.829, 0.551], [-0.403, -0.372, -0.560], [3.301, -2.527, -1.703], [1.094, -2.923, -1.470], [-0.111, 0.091, 2.301], [1.000, 1.417, 1.716], [-1.855, 1.778, 1.262], [-0.654, 2.453, 0.301], [-2.517, 0.261, -0.413], [-1.219, 1.216, -1.399], [-0.292, -1.004, -1.288]], "mulliken_charge": [0.7288, -0.0535, -0.4483, -0.5894, -0.4414, -0.4592, -0.1310, 0.1313, 0.3152, 0.3201, 0.3196, 0.3362, 0.3068, 0.3022, 0.3009, 0.0618], "total_charge": 1, "orbital_gap_ev": [7.49, 7.50], "lumo_energy_ev": [-6.572, -6.563], "largest_force_ev_per_a": 4.0}

No. 3
{"formula": "C5H8ClN2O2", "method": "ωB97M-V/def2-TZVPD", "elements": ["C", "C", "C", "C", "C", "N", "N", "O", "O", "Cl", "H", "H", "H", "H", "H", "H", "H", "H"], "positions_angstrom": [[-0.211, -1.096, 1.380], [-0.549, -0.144, 2.644], [1.561, 0.236, -1.391], [-1.135, 0.068, -1.466], [0.201, -0.441, -1.003], [-0.289, 1.452, 1.062], [0.004, -0.469, 0.376], [-1.053, -0.591, 3.612], [-0.140, 1.025, 2.307], [-0.582, -2.734, 1.685], [2.427, -0.367, -1.585], [1.378, 0.984, -2.117], [1.830, 0.786, -0.564], [-1.309, 0.833, -0.649], [-1.891, -0.637, -1.321], [-1.175, 0.598, -2.471], [0.338, -1.439, -1.344], [0.597, 1.935, 0.845]], "mulliken_charge": [0.4416, 0.4300, -1.2359, -1.1417, 0.3520, -0.1829, -0.0718, -0.3458, -0.0740, -0.0137, 0.3582, 0.3553, 0.3650, 0.3917, 0.4127, 0.3214, 0.3333, 0.3044], "total_charge": 1, "orbital_gap_ev": [8.68, 8.68], "lumo_energy_ev": [-6.838, -6.835], "largest_force_ev_per_a": 4.4}

No. 4
{"formula": "C5H8ClN3O2", "method": "ωB97M-V/def2-TZVPD", "elements": ["C", "C", "C", "C", "C", "N", "N", "N", "O", "O", "Cl", "H", "H", "H", "H", "H", "H", "H", "H"], "positions_angstrom": [[-1.396, -1.943, 0.750], [0.078, 0.306, -1.051], [0.459, -0.856, -0.106], [-0.694, 2.504, -1.060], [1.918, -1.132, 0.107], [-0.472, -1.832, -0.071], [-0.416, -0.153, 1.900], [-0.510, 1.289, -0.427], [0.364, 0.231, -2.224], [-1.416, -1.118, 1.796], [2.220, -2.761, 0.633], [-2.416, -2.439, 0.555], [-0.490, 2.386, -2.260], [-1.740, 2.888, -0.874], [0.017, 3.294, -0.722], [2.324, -0.305, 0.866], [2.353, -1.028, -0.906], [0.365, -0.400, 2.498], [-0.546, 1.070, 0.596]], "lowdin_spin": [0.0533, 0.0319, 0.5573, 0.0016, 0.0776, 0.2012, 0.8649, 0.0072, 0.0298, 0.1022, 0.0004, -0.0015, 0.0000, 0.0006, -0.0001, 0.0285, 0.0210, 0.0227, 0.0014], "total_charge": 0, "orbital_gap_ev": [7.03, 6.89], "lumo_energy_ev": [0.581, -2.420], "s_squared": 2.008, "largest_force_ev_per_a": 4.3, "multiplicity": 3}

No. 5
{"formula": "C5H8ClNOS2", "method": "ωB97M-V/def2-TZVPD", "elements": ["O", "N", "S", "S", "Cl", "C", "C", "C", "C", "C", "H", "H", "H", "H", "H", "H", "H", "H"], "positions_angstrom": [[2.837, -0.088, 0.242], [1.700, 0.425, 0.447], [1.653, 2.091, 1.357], [2.563, 3.292, 0.172], [0.973, 3.977, -1.101], [0.516, -0.151, 0.162], [-0.720, 0.471, 0.552], [-1.686, -0.325, -0.316], [-1.060, -1.784, -0.037], [0.337, -1.432, -0.616], [-0.975, 0.465, 1.656], [-0.945, 1.518, 0.422], [-2.730, -0.374, 0.040], [-1.576, 0.156, -1.278], [-1.449, -2.707, -0.627], [-0.935, -2.170, 0.952], [0.382, -1.117, -1.604], [1.117, -2.248, -0.422]], "mulliken_charge": [-0.6480, 0.3652, 0.0280, 0.1146, -0.1947, 0.2481, -0.6845, -0.7031, -0.5794, -0.5538, 0.3143, 0.4513, 0.3192, 0.3196, 0.2957, 0.2852, 0.3351, 0.2873], "total_charge": 0, "orbital_gap_ev": [7.79, 7.79], "lumo_energy_ev": [-0.681, -0.681], "smiles": "[O-][N+](SSCl)=C1CCCC1", "largest_force_ev_per_a": 5.3}

No. 6
{"formula": "C5H8ClNS", "method": "ωB97M-V/def2-TZVPD", "elements": ["C", "C", "C", "C", "C", "H", "H", "H", "H", "H", "H", "H", "H", "N", "S", "Cl"], "positions_angstrom": [[-0.520, 2.071, -0.283], [0.557, 0.973, -0.226], [0.506, -0.263, 0.203], [1.827, -1.037, 0.386], [-1.810, -0.962, -0.114], [-1.577, 1.834, 0.072], [-0.208, 2.949, 0.230], [-1.127, 2.234, -1.232], [1.550, 1.384, -0.386], [2.089, -1.130, 1.486], [2.485, -0.318, -0.009], [0.030, -2.482, 0.704], [-1.878, 0.354, -0.688], [-0.454, -1.186, 0.413], [-3.040, -1.935, -0.087], [1.569, -2.486, -0.467]], "mulliken_charge": [-1.5041, -0.4734, 1.0763, -0.5712, -0.0632, 0.4055, 0.3337, 0.4479, 0.1820, 0.2775, 0.3313, 0.3872, 0.0133, -0.3413, -0.3163, -0.1849], "total_charge": 0, "orbital_gap_ev": 8.70, "lumo_energy_ev": 0.419, "largest_force_ev_per_a": 5.6}

No. 7
{"formula": "C5H8ClO2", "method": "ωB97M-V/def2-TZVPD", "elements": ["C", "C", "C", "C", "C", "O", "O", "Cl", "H", "H", "H", "H", "H", "H", "H", "H"], "positions_angstrom": [[-0.953, -0.510, 0.461], [-0.116, -0.159, -1.602], [0.193, 0.993, -0.533], [-1.578, -1.213, 1.578], [2.001, 0.927, -0.277], [-0.793, -1.079, -0.651], [-0.473, 0.709, 0.601], [2.348, 1.573, 1.330], [-0.832, 0.156, -2.413], [0.722, -0.714, -1.884], [0.028, 1.886, -1.002], [-0.873, -1.852, 2.048], [-2.321, -1.758, 1.173], [-1.860, -0.354, 2.305], [2.379, 1.541, -1.001], [2.129, -0.148, -0.134]], "mulliken_charge": [0.8074, -0.3523, -0.2020, -0.9922, -0.5749, -0.2577, -0.2364, -0.1327, 0.2929, 0.3238, 0.5447, 0.3294, 0.3791, 0.3247, 0.4422, 0.3040], "total_charge": 1, "orbital_gap_ev": 9.73, "lumo_energy_ev": -4.494, "largest_force_ev_per_a": 7.4}

No. 8
{"formula": "C5H8CuFO4", "method": "ωB97M-V/def2-TZVPD", "elements": ["C", "O", "C", "H", "H", "H", "H", "H", "C", "O", "C", "C", "O", "O", "F", "H", "H", "H", "Cu"], "positions_angstrom": [[1.126, 0.463, 1.646], [-0.042, 0.397, 0.839], [2.340, 0.621, 0.755], [1.051, 1.313, 2.344], [1.218, -0.459, 2.247], [3.251, 0.655, 1.370], [2.427, -0.225, 0.058], [2.276, 1.551, 0.173], [-3.735, -1.234, 2.335], [-3.387, -1.479, 1.145], [-1.417, 0.392, 1.442], [-1.515, -0.544, 2.637], [-2.847, -0.608, 3.125], [-4.879, -1.443, 2.782], [-1.668, 1.698, 1.891], [-1.985, 0.301, 0.507], [-1.194, -1.542, 2.315], [-0.917, -0.174, 3.478], [-5.864, -2.671, 1.027]], "mulliken_charge": [-0.0817, -0.3849, -1.2640, 0.2888, 0.2510, 0.3682, 0.3039, 0.3123, 0.7989, -0.7231, 0.3790, -0.4680, -0.3384, -0.7380, -0.3270, 0.2332, 0.3360, 0.3154, 0.7384], "total_charge": 0, "orbital_gap_ev": 7.13, "lumo_energy_ev": -2.199, "largest_force_ev_per_a": 3.9}

No. 9
{"formula": "C5H8CuO3", "method": "ωB97M-V/def2-TZVPD", "elements": ["O", "C", "C", "H", "H", "H", "H", "O", "O", "C", "C", "C", "H", "H", "H", "H", "Cu"], "positions_angstrom": [[-1.643, 0.070, 0.023], [-2.835, 0.603, -0.014], [-3.869, 0.000, 0.890], [-3.220, 0.788, -1.038], [-4.783, 0.612, 0.832], [-4.143, -1.016, 0.551], [-3.528, -0.047, 1.933], [1.178, -0.332, 0.056], [0.585, 1.793, -0.333], [2.621, 0.014, 0.108], [3.354, -1.013, -0.738], [0.234, 0.577, -0.208], [2.889, -0.159, 1.165], [4.440, -0.877, -0.615], [3.115, -2.051, -0.443], [3.129, -0.911, -1.810], [2.475, 1.952, -0.359]], "lowdin_spin": [0.0859, 0.1628, 0.0187, 0.0114, 0.0049, 0.0076, 0.0008, 0.0707, 0.1175, 0.0486, 0.0065, 0.4435, 0.0014, 0.0025, 0.0016, -0.0004, 0.0162], "total_charge": 0, "orbital_gap_ev": [6.46, 6.63], "lumo_energy_ev": [-0.576, -0.599], "s_squared": 0.776, "largest_force_ev_per_a": 6.7, "multiplicity": 2}

No. 10
{"formula": "C5H8F2N2O", "method": "ωB97M-V/def2-TZVPD", "elements": ["H", "N", "C", "O", "C", "C", "F", "C", "F", "N", "C", "H", "H", "H", "H", "H", "H", "H"], "positions_angstrom": [[1.978, -0.582, -1.340], [1.052, -0.441, -0.953], [1.036, 0.288, 0.078], [1.917, 0.942, 0.934], [3.363, 0.738, 0.797], [-0.402, 0.576, 0.671], [-0.600, 0.031, 1.944], [-1.496, 0.083, -0.242], [-1.385, 0.637, -1.470], [-2.400, -0.679, 0.100], [-3.354, -1.254, -0.763], [4.046, 0.981, 1.680], [3.681, 1.482, 0.046], [3.586, -0.292, 0.422], [-0.460, 1.632, 0.978], [-4.178, -1.499, -0.214], [-2.821, -2.097, -1.043], [-3.563, -0.546, -1.625]], "mulliken_charge": [0.2461, -0.5429, 0.4385, -0.2645, -0.6647, 0.1776, -0.3032, 0.4980, -0.2671, -0.4081, -0.7461, 0.2465, 0.2961, 0.2774, 0.1540, 0.2693, 0.3276, 0.2654], "total_charge": 0, "orbital_gap_ev": 10.71, "lumo_energy_ev": 0.719, "smiles": "[H]/N=C(\\OC)[C@H](F)/C(F)=N/C", "largest_force_ev_per_a": 3.8}